1.
Molecular formula: C2H4N4O2
Method: DFT, wB97M-V/def2-TZVPD

```
12
Properties=species:S:1:pos:R:3:mulliken_charge:R:1
N -1.13386 1.28597 0.09623 -0.536
C 0.06717 0.62534 -0.01815 0.445
N 1.22365 1.14154 -0.00692 -0.532
C 2.06562 0.06361 0.05882 0.580
O 3.28555 -0.02388 0.11698 -0.561
O 1.32467 -1.08530 -0.08026 -0.224
N -0.01558 -0.68514 -0.36602 0.237
N -0.94681 -1.48868 0.29436 -0.533
H -1.71523 0.97237 -0.70519 0.273
H -1.24494 2.32573 0.16574 0.279
H -1.30656 -2.15407 -0.49339 0.284
H -1.60368 -0.97749 0.93779 0.288
```

Properties
- LUMO: 0.19 eV
- Structure (SMILES): Nc1nc(=O)on1N
- HOMO-LUMO gap: 9.97 eV
- Total charge: 0
- HOMO level: -9.7869 eV
- Energy relative to the best compared isomer or geometry (same formula, charge and spin): 1.566 eV
- Strongest force on any atom: 0.067 Eh/bohr

---

2.
Molecular formula: C5H9NO
Method: DFT, wB97M-V/def2-TZVPD

```
16
Properties=species:S:1:pos:R:3:mulliken_charge:R:1
C 0.92079 -1.62078 1.02687 -1.274
C -0.19405 -1.45327 0.02100 0.064
N -1.34710 -0.61653 0.36977 -0.691
C -0.50086 -0.22621 -0.75552 -0.178
C 0.29895 1.04249 -0.70760 0.034
C -0.38538 2.33194 -0.59478 -0.408
O 0.30788 1.76511 0.51467 -0.454
H 1.84419 -2.00230 0.57713 0.302
H 0.59767 -2.35157 1.77845 0.327
H 1.14842 -0.68372 1.54572 0.319
H -0.48161 -2.38455 -0.46832 0.365
H -1.07635 -0.03465 1.16534 0.311
H -0.98839 -0.36811 -1.72102 0.368
H 1.25968 1.02348 -1.22575 0.382
H 0.06789 3.22775 -1.01921 0.285
H -1.47173 2.35093 -0.50676 0.247
```

Properties
- LUMO: 1.14 eV
- Structure (SMILES): C[C@H]1N[C@H]1[C@H]1CO1
- HOMO-LUMO gap: 10.39 eV
- Total charge: 0
- HOMO level: -9.2425 eV
- Energy relative to the best compared isomer or geometry (same formula, charge and spin): 2.946 eV
- Strongest force on any atom: 0.005 Eh/bohr

---

3.
Molecular formula: CH4N3O
Method: DFT, wB97M-V/def2-TZVPD

```
9
Properties=species:S:1:pos:R:3:mulliken_charge:R:1
C 0.19418 1.15752 -0.60133 -0.767
N -0.28928 -1.85753 1.40103 -0.796
N 0.51773 0.57695 0.60457 -0.510
N -0.01339 -1.33279 0.26279 0.644
O -0.09529 -1.77614 -0.86783 -0.627
H -0.74076 1.75813 -0.47859 0.195
H -0.05208 0.55908 -1.47009 0.280
H 0.77297 1.95529 -0.97036 0.315
H -0.29409 -1.04050 2.11980 0.265
```

Properties
- LUMO (spin up / spin down): 4.79 / 4.79 eV
- HOMO-LUMO gap (spin up / spin down): 7.04 / 7.04 eV
- Total charge: -1
- HOMO level (spin up / spin down): -2.2503 / -2.2508 eV
- Energy relative to the best compared isomer or geometry (same formula, charge and spin): 2.065 eV
- Strongest force on any atom: 0.099 Eh/bohr